No. 1
Computed, not measured: a molecular structure, C4H3N3O, with ωB97M-V/def2-TZVPD.

Element x y z (Å)
C 1.2423 -0.6923 0.0461
C 1.1163 0.8245 0.1216
C -0.3814 0.4165 -0.0552
C -1.6997 0.3380 -0.1378
H 1.6278 1.6602 0.8817
H 1.3979 1.3753 -0.7974
H -2.2902 1.1851 -0.0713
N -2.1481 -1.0177 -0.0163
N -1.0528 -1.7852 0.1305
N -0.0540 -0.8850 0.0338
O 2.2418 -1.4195 -0.1358

Computed properties:
HOMO-LUMO gap ... 10.39 eV
E_LUMO ... -0.33 eV
Maximum force ... 9.6 eV/Å
E_tot ... -10710.0879 eV

natural (NBO) atomic charge list, values in e, 6 entries: 0.689 -0.512 0.147 -0.135 0.283 0.249

***

No. 2
Computed, not measured: 3 unconnected molecules or ions with the total composition C4H14NO2S, with ωB97M-V/def2-TZVPD.

Element x y z (Å)
C 0.1482 -0.6517 1.1939
N -0.0787 -0.2533 -0.1720
C 1.0248 0.5574 -0.7051
C 0.5224 1.4002 -1.8868
S -0.7451 2.6044 -1.5192
C -0.8193 -1.7285 1.6709
H 1.1315 -1.0992 1.3185
H 0.1339 0.1899 1.8988
H -0.9156 0.3109 -0.2495
H 1.7951 -0.0996 -1.1080
H 1.4558 1.2165 0.0511
H 0.2043 0.7186 -2.6718
H 1.3384 2.0041 -2.2956
H -0.7727 -2.5918 1.0339
H -0.6237 -2.0541 2.6891
H -1.8683 -1.4155 1.6604
H 0.8718 -2.6510 -2.2162
H -0.0688 -1.7163 -1.5047
O -0.0676 -2.4394 -2.1630
H -1.5485 2.2773 1.9754
H -0.4573 2.7735 1.0298
O -0.6607 2.6477 1.9703

Computed properties:
HOMO-LUMO gap (alpha / beta) ... 10.37 / 6.98 eV
E_LUMO (alpha / beta) ... 0.71 / -2.59 eV
Spin multiplicity ... 2
Maximum force ... 1.6 eV/Å
E_tot ... -20794.2311 eV

natural (NBO) atomic charge list, values in e, 6 entries: -0.230 -0.651 -0.225 -0.610 0.113 -0.611

***

Short version: relative energy (zero: lowest compared OMol25 entry of this formula, charge and spin) = 82.2, 0.0 kcal per mole, in the order given.